No. 1
Formula: BH18O7
Source: OMol25
Level of theory: the ωB97M-V functional and the def2-TZVPD basis

Its HOMO-LUMO gap is 8.3197 eV. For the HOMO energy, the calculation gives -5.260 eV.

Geometry as ORCA input:
```
! wB97M-V def2-TZVPD RIJCOSX def2/J DEFGRID3
* xyz -1 1
B 0.74495 0.43178 -0.63358
H 1.73652 -0.21020 -0.98745
H 1.13451 1.57450 -0.38452
H -0.04947 0.58227 -1.60821
H 0.15793 -0.10648 0.39091
O -3.32618 -0.02325 -3.05976
H -2.50113 -0.28962 -2.64891
H -3.52169 -0.95070 -3.26809
O 0.41050 -2.96301 -0.59030
H 0.85064 -2.26326 -0.14375
H 0.81375 -3.74252 -0.27684
O -2.55982 -1.59452 -0.61076
H -1.96531 -1.15871 0.07422
H -3.36287 -1.09268 -0.65162
O -1.88632 2.04498 0.18231
H -2.63070 2.40981 -0.37209
H -1.35645 1.63025 -0.46904
O 3.25540 0.61923 1.53861
H 3.19986 0.22065 0.66077
H 3.73240 -0.00500 2.08614
O 1.71025 -2.17069 2.55280
H 2.35618 -2.81128 2.33678
H 1.71263 -1.44110 1.87220
O 0.14030 3.57891 1.40390
H 0.18015 4.43894 0.93259
H 1.02395 3.29168 1.67370
*
```

Computed Löwdin charges, given in elementary charges:
1 B -0.45
2 H -0.06
3 H -0.05
4 H -0.04
5 H -0.02
6 O -0.08
7 H 0.01
8 H 0.04
9 O -0.04
10 H -0.05
11 H 0.00
12 O -0.09
13 H 0.06
14 H 0.00
15 O -0.09
16 H 0.06
17 H -0.07
18 O -0.08
19 H 0.00
20 H 0.02
21 O -0.07
22 H 0.00
23 H 0.03
24 O -0.09
25 H 0.04
26 H 0.03

---

No. 2
Formula: CHO3PS
Source: OMol25
Level of theory: the ωB97M-V functional and the def2-TZVPD basis

Its HOMO-LUMO gap (spin up / spin down) is 6.3181 / 6.3174 eV. For the HOMO energy (spin up / spin down), the calculation gives -9.141 / -9.141 eV.

Geometry as ORCA input:
```
! wB97M-V def2-TZVPD RIJCOSX def2/J DEFGRID3
* xyz 0 1
C 0.68224 1.18706 -0.09674
O 1.57420 0.19234 -0.08106
O -0.56034 0.68421 0.10323
O 0.96416 2.33933 -0.06435
P 5.15176 -0.76463 -0.04224
S 3.86708 0.58008 0.06948
H -0.74655 -0.11684 -0.32123
*
```

Computed Löwdin charges, given in elementary charges:
1 C -0.78
2 O -0.27
3 O 0.11
4 O 0.08
5 P 0.39
6 S 0.39
7 H 0.08

---

No. 3
Formula: C3H4ClF
Source: OMol25
Level of theory: the ωB97M-V functional and the def2-TZVPD basis

Its HOMO-LUMO gap is 10.7411 eV. Its structure (SMILES) is F[C@@H]1C[C@H]1Cl. For the HOMO energy, the calculation gives -9.614 eV.

Geometry as ORCA input:
```
! wB97M-V def2-TZVPD RIJCOSX def2/J DEFGRID3
* xyz 0 1
F -0.19191 0.34607 -1.87085
C 0.26430 -0.33753 -0.82669
C -0.83105 -0.37816 0.20828
C 0.37087 0.56415 0.50182
Cl 1.41234 -0.08351 1.77964
H 1.22488 -0.75963 -0.92942
H -0.86863 -1.22643 0.85957
H -1.67278 0.16801 -0.26701
H 0.29200 1.70704 0.54466
*
```

Computed Löwdin charges, given in elementary charges:
1 F 0.02
2 C -0.33
3 C -0.10
4 C -0.62
5 Cl 0.58
6 H 0.12
7 H 0.08
8 H 0.13
9 H 0.12

---

No. 4
Formula: C2H3N5O
Source: OMol25
Level of theory: the ωB97M-V functional and the def2-TZVPD basis

Its HOMO-LUMO gap is 10.1323 eV. Its structure (SMILES) is [H]/N=C(/N)c1nnon1. For the HOMO energy, the calculation gives -10.942 eV.

Geometry as ORCA input:
```
! wB97M-V def2-TZVPD RIJCOSX def2/J DEFGRID3
* xyz 0 1
H 1.52121 -0.23823 1.22650
N 1.82919 0.80404 1.14735
C 0.75204 1.09357 0.47660
N 0.40190 2.57849 0.01467
C 0.05784 -0.02605 -0.24174
N 0.45844 -1.32909 -0.15039
N -0.55396 -2.13775 -0.40616
O -1.62773 -1.35792 -0.68228
N -1.24204 -0.05098 -0.41978
H 0.97639 3.06643 0.92830
H -0.58980 2.57709 0.59437
*
```

Computed Löwdin charges, given in elementary charges:
1 H 0.07
2 N 0.14
3 C -0.40
4 N 0.01
5 C -0.31
6 N 0.07
7 N 0.08
8 O -0.04
9 N 0.14
10 H 0.14
11 H 0.11

---

Copy entry 4 word for word.
Formula: C2H3N5O
Source: OMol25
Level of theory: the ωB97M-V functional and the def2-TZVPD basis

Its HOMO-LUMO gap is 10.1323 eV. Its structure (SMILES) is [H]/N=C(/N)c1nnon1. For the HOMO energy, the calculation gives -10.942 eV.

Geometry as ORCA input:
```
! wB97M-V def2-TZVPD RIJCOSX def2/J DEFGRID3
* xyz 0 1
H 1.52121 -0.23823 1.22650
N 1.82919 0.80404 1.14735
C 0.75204 1.09357 0.47660
N 0.40190 2.57849 0.01467
C 0.05784 -0.02605 -0.24174
N 0.45844 -1.32909 -0.15039
N -0.55396 -2.13775 -0.40616
O -1.62773 -1.35792 -0.68228
N -1.24204 -0.05098 -0.41978
H 0.97639 3.06643 0.92830
H -0.58980 2.57709 0.59437
*
```

Computed Löwdin charges, given in elementary charges:
1 H 0.07
2 N 0.14
3 C -0.40
4 N 0.01
5 C -0.31
6 N 0.07
7 N 0.08
8 O -0.04
9 N 0.14
10 H 0.14
11 H 0.11